Entry 1:
This record from the OMol25 dataset describes 12 unconnected molecules or ions with the total composition C27H78O12 at a distorted geometry. The level of theory is wB97M-V/def2-TZVPD.

HOMO level = -9.85 eV
LUMO energy = 0.015 hartree
energy relative to the best compared isomer or geometry (same formula, charge and spin) = 22.2 kcal per mole
HOMO-LUMO gap = 0.377 Ha
SMILES = CC(C)O.CC(C)O.CC(C)O.CC(C)O.CC(C)O.CC(C)O.CCO.CCO.CCO.CO.CO.CO

XYZ file:
```
117
Properties=species:S:1:pos:R:3:forces:R:3:lowdin_charge:R:1
C 1.28484 -2.87082 2.02046 0.795 -0.444 0.952 -0.0660
C 1.15771 -4.22044 1.32647 -0.377 0.720 -1.084 -0.5083
C 2.48480 -4.73698 0.81115 0.310 0.354 0.306 -0.0518
O 0.52939 -5.18847 2.14500 0.140 -0.082 0.041 -0.0343
H 1.76341 -3.04861 2.99435 -0.228 -0.015 -0.010 0.0844
H 0.32608 -2.39065 2.20821 -0.041 0.031 -0.135 0.0639
H 1.98289 -2.19705 1.52002 -0.301 0.062 -0.371 0.0674
H 0.54461 -4.04380 0.42350 -0.084 -0.202 0.142 0.1331
H 2.89266 -4.01144 0.10238 -0.143 -0.062 -0.114 0.0606
H 2.36885 -5.69121 0.30354 0.057 -0.101 0.121 0.0814
H 3.23501 -4.79147 1.60659 -0.162 -0.328 0.060 0.0863
H -0.37611 -4.89941 2.29912 0.012 0.005 0.114 0.0863
C -2.88025 -3.01271 -1.54159 -0.226 0.920 -0.178 -0.0653
C -3.46474 -4.14047 -2.36178 0.636 -0.145 -0.036 -0.4717
C -3.15036 -3.97788 -3.84657 -0.279 -0.921 0.186 -0.0546
O -2.89858 -5.38459 -1.89821 -0.359 0.159 -0.128 -0.0598
H -3.28751 -2.03936 -1.84989 -0.043 -0.155 -0.101 0.0888
H -1.80889 -2.94183 -1.74395 0.049 -0.135 0.228 0.0685
H -3.08032 -3.08145 -0.47277 0.095 -0.366 0.009 0.0709
H -4.54283 -4.22646 -2.22954 -0.010 -0.044 0.161 0.1367
H -2.07076 -3.90841 -3.99497 -0.026 0.382 -0.046 0.0666
H -3.68222 -3.15397 -4.31456 0.178 0.194 0.032 0.0817
H -3.46978 -4.91020 -4.32435 -0.063 0.163 -0.152 0.0812
H -2.03787 -5.46844 -2.32167 0.037 -0.045 0.074 0.0768
C 2.15978 -0.48158 4.71605 -0.642 -0.295 0.266 -0.0660
C 2.88682 0.84625 4.60893 -0.339 -0.568 0.795 -0.4713
C 1.97669 1.90150 4.02113 -0.240 0.016 -0.498 -0.0524
O 3.21881 1.22321 5.96699 0.307 -0.136 -0.458 -0.0564
H 1.75314 -0.80206 3.75491 0.105 0.080 -0.018 0.0535
H 1.31212 -0.37338 5.40135 -0.015 0.211 -0.130 0.0702
H 2.72535 -1.31247 5.14114 0.443 0.238 -0.162 0.0859
H 3.79758 0.68582 4.02502 0.043 0.281 -0.043 0.1361
H 1.48303 1.55531 3.10636 0.291 0.011 -0.086 0.0622
H 2.51636 2.82189 3.79879 -0.075 0.071 0.054 0.0787
H 1.15686 2.11267 4.70904 0.179 0.072 0.198 0.0861
H 4.04217 1.71770 5.94394 -0.027 0.090 0.078 0.0824
C 5.56700 0.07211 -2.04929 -0.064 -0.334 1.035 -0.0572
C 4.31220 -0.67111 -2.50283 0.192 0.686 0.276 -0.4436
C 3.45995 -1.06299 -1.29666 -0.215 -0.561 -0.246 -0.0489
O 3.50668 0.23769 -3.27780 -0.232 -0.233 -0.300 -0.0888
H 6.04304 -0.47941 -1.22922 0.103 -0.173 -0.309 0.0779
H 5.23870 0.99146 -1.55707 0.077 0.192 -0.345 0.0883
H 6.33125 0.26323 -2.79887 -0.208 0.098 -0.250 0.0758
H 4.56372 -1.54623 -3.10527 -0.002 -0.018 -0.032 0.1365
H 3.02453 -2.05700 -1.42797 0.015 0.069 -0.034 0.0572
H 2.62130 -0.37397 -1.19410 0.132 0.142 0.137 0.0792
H 4.04417 -1.10552 -0.38015 0.002 0.170 0.058 0.0765
H 3.97562 0.47814 -4.08349 0.132 -0.047 0.056 0.0756
C -2.78327 2.74474 2.53804 -1.035 -0.208 -0.093 -0.0565
C -2.69850 4.26317 2.46556 0.898 -0.499 -0.184 -0.4930
C -2.93938 4.94469 3.78366 -0.762 0.386 -0.005 -0.0612
O -1.36372 4.62756 2.08779 -0.126 0.037 0.037 -0.0712
H -3.78325 2.40881 2.85031 0.064 0.240 0.074 0.0788
H -2.08170 2.30144 3.24315 0.286 0.107 -0.162 0.0792
H -2.68011 2.34242 1.52655 0.426 -0.148 0.132 0.0597
H -3.39292 4.58393 1.67952 -0.114 0.260 0.189 0.1355
H -2.75728 6.01591 3.69051 0.303 -0.055 0.039 0.0800
H -2.30388 4.51001 4.55216 0.068 0.085 0.058 0.0831
H -3.98769 4.87356 4.08995 0.083 -0.287 0.028 0.0808
H -1.12020 4.13012 1.29407 -0.090 0.066 -0.152 0.0326
C 0.43666 3.60429 -5.07622 -0.531 -0.045 0.248 -0.0408
C 1.38054 2.43592 -5.13904 0.606 -0.288 0.624 -0.4426
C 2.84962 2.80218 -4.95677 0.378 0.454 -0.399 -0.0498
O 0.96105 1.59750 -4.04416 -0.140 -0.085 -0.152 -0.0840
H 0.60766 4.38301 -5.81466 0.102 -0.097 -0.128 0.0881
H 0.46769 4.03428 -4.07362 0.208 0.161 -0.070 0.0741
H -0.57470 3.20550 -5.16957 -0.069 0.240 -0.248 0.0711
H 1.27875 1.88295 -6.07802 -0.188 0.050 -0.013 0.1408
H 3.14355 2.86915 -3.90950 -0.210 -0.040 0.074 0.0830
H 3.07532 3.77234 -5.41012 -0.110 -0.055 -0.030 0.0833
H 3.51630 2.09416 -5.45821 -0.087 -0.092 0.091 0.0709
H 1.63947 0.94953 -3.80898 0.109 -0.063 -0.030 0.0693
C -0.13696 0.29452 0.81870 -0.455 -0.304 0.310 -0.0643
C -1.29799 -0.03701 -0.11956 0.651 0.736 0.594 -0.2688
O -0.74459 -0.08862 -1.42628 -0.218 -0.242 -0.301 -0.0984
H 0.63070 -0.44500 0.59737 0.291 0.212 0.204 0.0543
H -0.39583 0.24943 1.88288 -0.116 -0.200 -0.109 0.0586
H 0.21065 1.31257 0.64929 0.111 -0.059 -0.264 0.0526
H -2.06788 0.73341 -0.00616 -0.084 -0.088 -0.384 0.1032
H -1.75256 -1.00011 0.10434 0.128 -0.108 -0.073 0.0840
H -0.79386 0.77575 -1.85846 -0.373 0.032 0.135 0.0610
C 1.49507 4.03947 -0.00139 -0.098 -1.080 0.058 -0.0706
C 0.48029 4.02629 -1.13763 0.475 0.175 0.894 -0.2828
O -0.74670 3.54586 -0.57511 -0.096 0.143 -0.314 -0.0995
H 2.43790 4.50319 -0.28233 -0.078 0.233 0.014 0.0770
H 1.72312 3.00052 0.26889 0.077 0.088 -0.069 0.0632
H 1.06936 4.46648 0.90563 0.096 0.441 -0.130 0.0706
H 0.81142 3.34631 -1.92408 -0.018 0.156 -0.195 0.0924
H 0.38236 5.05475 -1.49731 -0.260 -0.133 -0.283 0.1173
H -1.43565 3.67272 -1.23817 -0.058 -0.216 0.013 0.0937
C -1.38426 -1.05509 4.79857 -1.090 0.546 -0.136 -0.0941
C -1.10232 -2.30288 5.58005 0.561 -0.395 0.033 -0.3133
O -1.46322 -3.41488 4.76048 -0.104 -0.013 -0.038 -0.0840
H -0.77543 -0.95330 3.90222 0.264 -0.026 0.163 0.0461
H -1.33637 -0.15407 5.41317 0.475 -0.048 0.018 0.0824
H -2.42408 -1.05147 4.45012 0.060 -0.285 0.038 0.0612
H -1.63491 -2.33875 6.53555 -0.205 0.157 -0.115 0.1138
H -0.03336 -2.36391 5.82549 -0.039 0.049 -0.033 0.1030
H -1.33439 -4.22508 5.26153 0.049 -0.005 -0.012 0.0833
C -2.53641 1.11817 -4.23218 0.041 0.737 -0.436 -0.1253
O -1.70247 1.82231 -3.32132 0.139 0.144 0.290 -0.1630
H -2.51652 0.04733 -4.04702 -0.180 -0.080 -0.065 0.0671
H -3.53181 1.56034 -4.16782 -0.097 -0.363 0.385 0.0809
H -2.24686 1.33656 -5.26970 0.250 -0.323 0.094 0.0817
H -0.77152 1.68092 -3.57368 -0.035 -0.011 -0.249 0.0207
C 0.68605 -2.27084 -3.63346 -0.186 -0.028 0.079 -0.1506
O -0.54701 -1.58773 -3.72055 -0.088 -0.004 -0.005 -0.1507
H 1.21874 -2.00888 -2.71551 0.078 0.065 -0.142 0.0588
H 0.53292 -3.35714 -3.62433 0.010 0.003 -0.067 0.0707
H 1.28609 -2.00892 -4.50655 0.169 -0.059 0.071 0.0779
H -0.72521 -1.17542 -2.85870 -0.020 0.007 -0.020 0.0182
C -4.33891 -1.25644 2.06003 -0.362 0.240 0.206 -0.1497
O -5.70611 -1.10049 1.69184 0.013 0.060 0.022 -0.1165
H -3.67823 -1.07646 1.20993 0.053 -0.198 -0.006 0.0518
H -4.06002 -0.56310 2.85991 0.004 -0.042 -0.005 0.0625
H -4.24761 -2.26855 2.44615 0.261 -0.051 -0.142 0.0850
H -5.92258 -0.16506 1.70094 0.004 0.002 -0.068 0.0678
```
Forces are in eV/Å.

Entry 2:
This record from the OMol25 dataset describes a molecular structure, C27H79O13S12Sn at a distorted geometry. The level of theory is wB97M-V/def2-TZVPD.

HOMO level = -10.09 eV
LUMO energy = -0.170 hartree
HOMO-LUMO gap = 0.201 Ha
total charge = +1

XYZ file:
```
132
Properties=species:S:1:pos:R:3:forces:R:3:lowdin_charge:R:1
Sn 11.04768 -14.11106 -17.69794 -1.139 0.818 -2.247 1.6738
C 8.52016 -14.18945 -22.02465 -0.156 -1.023 0.373 -0.0564
C 10.01130 -13.82064 -22.09171 -1.757 -1.814 1.274 -0.6545
C 10.11487 -12.68273 -22.98115 1.552 2.116 -0.617 -0.0894
O 10.62612 -13.68286 -20.85629 0.745 0.385 0.857 -0.3174
H 7.88065 -13.43827 -21.56113 0.198 0.430 -0.083 0.0507
H 8.34312 -15.09338 -21.44184 0.309 -0.163 0.219 0.0399
H 8.11128 -14.45315 -23.00004 0.052 0.314 -0.225 0.0484
H 10.45276 -14.57299 -22.74530 0.518 -1.256 0.308 0.1011
H 9.95791 -12.98466 -24.01668 -0.725 0.360 0.028 0.0653
H 11.17439 -12.42707 -22.96933 0.337 0.529 -0.061 0.0628
H 9.56309 -11.81293 -22.62466 -0.276 0.141 -0.364 0.0754
C 11.73381 -14.51912 -25.45811 0.669 -0.487 -0.622 -0.2995
S 11.13290 -16.24690 -25.83184 1.099 0.380 -2.559 0.8267
O 11.05559 -16.24513 -27.36069 -0.343 0.183 2.038 -0.5519
C 12.72789 -17.09209 -25.50202 0.569 -0.047 0.854 -0.2596
H 12.20902 -14.34646 -24.49247 -0.398 -0.320 0.208 0.0326
H 11.01440 -13.73401 -25.69080 -0.451 -0.567 0.328 0.0019
H 12.50600 -14.36334 -26.21147 0.169 -0.300 -0.125 0.0327
H 12.92510 -18.06610 -25.94980 -1.157 -0.088 -0.364 0.0623
H 12.75241 -17.27160 -24.42718 0.156 0.153 0.238 0.0094
H 13.63470 -16.56516 -25.79888 -0.314 0.739 0.022 0.0534
C 9.23311 -10.47827 -19.63191 0.224 0.308 0.134 -0.2593
S 8.23684 -11.76227 -18.85190 -0.459 -0.034 -1.228 0.8032
O 8.93493 -12.15414 -17.57876 1.443 -0.443 0.513 -0.6593
C 6.88248 -10.66719 -18.33251 0.944 -0.372 -0.182 -0.1983
H 9.53613 -9.83619 -18.80486 -0.084 0.229 -0.082 0.0498
H 8.65819 -9.92626 -20.37544 -0.324 -0.002 0.176 0.0493
H 10.13276 -10.82364 -20.14128 -0.266 -0.695 0.149 0.0086
H 6.17477 -10.64165 -19.16113 -0.170 0.138 0.116 0.0518
H 7.33370 -9.69427 -18.13779 -0.378 0.023 0.198 0.0612
H 6.49856 -11.14502 -17.43118 -0.212 0.234 -0.108 0.0551
C 6.97075 -17.29830 -24.23500 -0.787 -0.574 -0.089 -0.2363
S 5.92423 -16.58070 -22.88130 -1.088 -0.005 -1.634 0.8320
O 4.96063 -15.56345 -23.53809 1.426 -1.160 1.015 -0.5851
C 4.85514 -18.07198 -22.60512 0.504 0.693 0.766 -0.2252
H 6.31723 -17.44778 -25.09445 -0.184 0.271 0.001 0.0611
H 7.29156 -18.29426 -23.92963 0.083 0.166 0.362 0.0237
H 7.82608 -16.72636 -24.59468 -0.160 0.365 0.566 0.0065
H 5.42514 -18.95398 -22.31310 0.289 -0.015 -0.666 0.0393
H 4.14990 -18.17570 -23.42973 0.286 -0.084 -0.021 0.0637
H 4.32766 -17.84234 -21.67931 -0.364 0.323 -0.160 0.0369
C 7.77507 -9.41540 -23.40959 -0.209 -0.528 -0.047 -0.2696
S 8.80830 -7.99336 -22.98857 -0.541 0.471 -0.997 0.8392
O 8.66938 -7.03480 -24.14925 0.355 -0.693 0.730 -0.5578
C 10.43181 -8.78247 -23.09952 -0.319 -0.273 -0.109 -0.2663
H 6.84577 -9.09236 -23.87880 0.136 0.471 0.155 0.0541
H 7.47789 -9.97739 -22.52418 0.164 0.039 0.233 0.0308
H 8.21168 -10.09683 -24.13974 0.319 0.152 0.074 0.0275
H 10.50309 -9.47073 -22.25731 0.120 0.121 0.269 0.0149
H 11.17012 -7.98197 -23.05265 -0.003 -0.105 0.074 0.0587
H 10.57144 -9.39691 -23.98895 -0.070 0.303 -0.164 0.0120
C 4.70127 -12.95134 -21.26750 -0.007 0.626 0.280 -0.2553
S 3.78707 -11.55158 -22.07638 0.748 0.799 -0.197 0.8588
O 4.42879 -10.23300 -21.67720 -0.219 -1.329 0.130 -0.5860
C 4.44162 -11.88583 -23.73418 0.452 -0.343 -0.014 -0.2579
H 4.55413 -12.88917 -20.18926 -0.539 0.147 0.046 0.0316
H 5.78177 -12.85100 -21.37011 0.021 0.070 -0.611 0.0264
H 4.34384 -13.91342 -21.63457 0.046 0.086 -0.242 0.0362
H 4.03364 -12.82881 -24.09810 0.241 -0.216 0.179 0.0570
H 5.52096 -11.91572 -23.58507 0.030 -0.351 -0.078 0.0243
H 4.30637 -11.15147 -24.52824 -0.614 0.469 0.579 0.0641
C 12.96651 -10.43915 -20.57837 0.087 -1.246 -0.153 -0.2627
S 12.50261 -10.33384 -18.82165 1.935 0.126 0.492 0.8840
O 12.84534 -11.70085 -18.19881 -0.778 0.413 -0.514 -0.6617
C 13.94830 -9.25415 -18.27464 -0.634 -0.331 0.079 -0.2018
H 13.93855 -10.90623 -20.73668 0.608 0.697 0.577 0.0465
H 12.83908 -9.52928 -21.16489 -0.057 0.050 0.352 0.0648
H 12.38866 -11.26216 -20.99891 -0.983 0.218 0.034 0.0253
H 13.83501 -8.93439 -17.23877 -0.371 -0.396 0.054 0.0512
H 14.02010 -8.32478 -18.83963 -0.120 -0.276 -0.420 0.0579
H 14.84897 -9.86405 -18.34485 -0.101 0.006 -0.234 0.0564
C 9.29278 -9.50818 -26.96857 -1.242 0.298 0.322 -0.2051
S 7.43377 -9.42943 -27.29924 -0.248 -1.221 1.236 0.8706
O 6.73348 -10.17881 -26.15028 1.004 0.846 -1.277 -0.5998
C 7.09923 -7.67571 -27.12363 0.422 1.054 0.409 -0.2720
H 9.63357 -10.53593 -27.09386 -0.258 0.111 -0.384 0.0165
H 9.47843 -9.26243 -25.92299 -0.048 0.419 -0.203 0.0184
H 9.78117 -8.83081 -27.66911 0.066 -0.051 0.157 0.0583
H 7.58015 -7.18311 -27.96871 -0.034 -0.039 -0.142 0.0516
H 7.44607 -7.17780 -26.21816 0.602 -0.564 0.255 0.0323
H 6.04514 -7.39844 -27.11273 -0.216 -0.832 -0.507 0.0609
C 6.53444 -15.70633 -19.30244 -0.868 0.601 -0.823 -0.2610
S 6.94275 -15.71595 -17.55356 0.837 -0.400 -0.313 0.8957
O 8.34942 -15.11237 -17.49752 -0.153 -0.251 0.157 -0.7178
C 5.85373 -14.33531 -17.15374 0.186 0.489 0.109 -0.2373
H 5.45911 -15.54772 -19.38371 -0.120 0.076 0.128 0.0527
H 6.71483 -16.52636 -19.99750 0.608 -0.584 0.830 0.0351
H 7.02130 -14.84182 -19.75376 0.082 0.212 0.263 0.0324
H 4.80119 -14.42293 -17.42314 0.231 -0.401 -0.533 0.0701
H 6.38554 -13.56998 -17.71902 -0.475 0.469 0.156 0.0107
H 5.81622 -14.09727 -16.09071 0.653 -0.197 0.023 0.0663
C 7.00749 -13.43975 -25.23350 -0.861 -0.284 -0.585 -0.2555
S 8.09326 -14.58418 -26.16905 -0.717 -1.510 0.133 0.7933
O 7.32557 -15.60999 -27.01769 0.785 2.051 1.339 -0.5132
C 8.78978 -13.36113 -27.20393 0.287 1.334 -1.919 -0.2895
H 6.38674 -12.86198 -25.91830 -0.028 -0.100 -0.195 0.0559
H 7.51494 -12.70278 -24.61101 0.631 -0.294 -0.154 0.0397
H 6.35709 -14.04269 -24.59982 0.022 -0.179 -0.059 0.0107
H 9.74071 -13.64275 -27.65616 0.231 -0.290 0.558 0.0500
H 8.81723 -12.36481 -26.76268 0.267 -0.294 0.603 0.0255
H 8.20588 -13.16369 -28.10292 -0.716 -0.418 0.060 0.0778
C 9.94258 -18.08997 -20.22061 -0.255 -0.776 -0.701 -0.2162
S 9.42415 -19.40309 -21.47678 0.437 1.037 0.178 0.8798
O 7.96575 -19.13241 -21.73548 0.982 0.017 0.245 -0.5731
C 10.32148 -18.60335 -22.85712 0.308 1.153 -0.525 -0.2764
H 11.00611 -17.85678 -20.16925 0.115 -0.300 -0.412 0.0366
H 9.65477 -18.44824 -19.23223 -0.427 0.244 -0.143 0.0457
H 9.40504 -17.23144 -20.62320 -0.153 0.144 0.524 0.0309
H 10.37803 -17.51931 -22.75829 -1.190 0.396 0.306 0.0297
H 9.81576 -18.82069 -23.79792 -0.042 -0.218 0.162 0.0510
H 11.39879 -18.67846 -23.00494 0.148 -1.540 0.441 0.0404
C 14.31701 -13.79228 -20.27292 0.753 0.179 -0.969 -0.2661
S 14.39939 -15.58858 -19.89097 -1.787 1.961 0.281 0.9128
O 13.30623 -15.65993 -18.81270 0.102 -0.279 -0.193 -0.7125
C 13.57054 -16.09633 -21.45436 -0.039 -0.003 1.252 -0.2372
H 13.35686 -13.50258 -20.69985 -0.500 -0.563 0.298 0.0314
H 15.03198 -13.56750 -21.06437 0.356 -0.159 -0.063 0.0494
H 14.53986 -13.10867 -19.45370 0.029 -0.652 0.413 0.0418
H 14.14943 -15.78846 -22.32511 -0.030 -0.158 0.094 0.0598
H 12.59555 -15.61607 -21.37168 -0.114 0.192 -0.291 0.0361
H 13.43992 -17.17316 -21.34721 0.189 -0.027 -0.361 0.0457
C 14.39323 -11.35565 -24.13415 -0.733 -0.037 -0.450 -0.2051
S 12.95454 -11.63637 -25.33763 1.011 1.710 0.373 0.8445
O 12.11690 -10.36839 -25.31822 0.869 -1.299 -0.060 -0.5533
C 13.85437 -11.60685 -26.95636 -0.478 -0.233 -0.146 -0.2266
H 14.02052 -11.41004 -23.11130 -0.439 -0.186 -0.131 0.0053
H 14.81246 -10.35435 -24.23294 0.058 -0.110 -0.472 0.0574
H 15.12794 -12.15180 -24.25436 0.062 0.124 -0.241 0.0466
H 14.69820 -12.27589 -27.12504 0.157 -0.055 0.802 0.0570
H 14.12341 -10.60068 -27.27781 -0.151 0.075 0.378 0.0605
H 13.10486 -12.01050 -27.63710 -0.246 0.282 -0.091 0.0412
```
Forces are in eV/Å.

Q: Look up the LUMO energy of the first one.
A: 0.015 hartree